Entry 1:
8
Properties=species:S:1:pos:R:3:forces:R:3:nbo_charge:R:1 method="wB97M-V/def2-TZVPD" total_charge=0 homo_energy_ev=-11.24 e_lumo_ev=0.243 homo_lumo_gap_ev=11.480
O -1.182075 1.633121 -0.016564 0.384 -0.133 0.158 -0.50
C -0.793728 0.513442 -0.054341 0.516 -0.377 -0.268 0.75
O -1.599105 -0.538666 -0.208751 0.368 -0.402 -0.203 -0.65
C 0.740691 0.072449 0.114931 0.001 0.807 -0.141 -0.22
Cl 1.799929 1.522133 -0.052064 -0.671 -0.994 0.317 0.06
Cl 1.236640 -1.155125 -1.095083 -0.288 0.390 0.035 0.02
Cl 0.850911 -0.716383 1.705288 0.135 0.451 -0.057 0.05
H -1.053264 -1.330974 -0.393418 -0.445 0.259 0.159 0.50

---

Entry 2:
8
Properties=species:S:1:pos:R:3:forces:R:3:nbo_charge:R:1 method="wB97M-V/def2-TZVPD" total_charge=0 homo_energy_ev="-8.83 / -8.83" e_lumo_ev="-2.609 / -2.608" homo_lumo_gap_ev="6.220 / 6.222"
C 0.398877 -0.694319 -0.067032 1.899 0.031 -1.083 0.26
C -0.105529 0.216127 -1.141881 -0.374 -0.001 2.346 -0.12
O -0.215450 -1.642854 0.328409 -0.534 -0.632 0.352 -0.56
S -0.317952 1.259864 1.420513 0.304 0.737 -1.717 -0.04
Cl -1.567219 -0.132701 -1.813388 -0.699 -0.051 -0.415 0.21
Cl 0.812311 1.450690 -1.757384 0.423 0.385 -0.217 0.18
Cl -0.531710 0.143087 3.011169 -0.122 -0.727 0.335 -0.10
H 1.526672 -0.599893 0.019593 -0.896 0.258 0.399 0.16

---

Entry 3:
10
Properties=species:S:1:pos:R:3:forces:R:3:nbo_charge:R:1 method="wB97M-V/def2-TZVPD" total_charge=0 homo_energy_ev=-11.21 e_lumo_ev=-0.383 homo_lumo_gap_ev=10.827
O -0.503808 -1.714527 -0.640288 0.213 -1.631 0.399 -0.36
N -0.650737 -0.632772 -1.107613 -0.609 1.410 -0.935 0.51
O -1.188680 -0.389881 -2.157000 0.399 0.495 0.150 -0.33
C -0.209745 0.581027 -0.140837 -0.301 -1.005 -0.738 -0.02
Cl -1.795229 0.960681 0.600919 0.716 -0.044 -0.062 0.06
Cl 0.374046 1.924465 -1.099833 0.053 -0.687 0.561 0.10
C 0.763982 -0.175971 0.865031 -2.473 3.239 0.713 -0.31
Cl 2.286742 -0.541466 0.246064 0.804 -0.483 -0.486 0.10
Cl 0.833624 0.946429 2.285842 0.520 -0.374 -0.074 -0.02
H 0.089805 -0.957986 1.147715 0.678 -0.921 0.470 0.27

---

Calculated relative energy (zero: lowest compared OMol25 entry of this formula, charge and spin) in order - 0.112 2.286 0.000 eV